No. 1
Formula: C39H42Cl3GeN6O5PtS
Source: OMol25
Level of theory: ωB97M-V/def2-TZVPD

Each line ends with the Mulliken charge.
Geometry (Å):
N: -1.2221 -0.4972 3.0955  0.38
C: 5.4300 -2.8657 0.9748  0.25
O: 1.9421 0.7303 -1.7594  -0.85
C: 0.7988 1.1624 -2.0434  0.49
H: -3.5543 -1.4448 2.0739  -0.12
H: -1.7953 1.0654 -7.8556  0.40
C: -3.5382 -0.8651 3.0006  -0.26
C: 3.9898 -2.7224 0.9181  -0.09
C: -4.7570 2.5240 -2.4243  -0.45
H: 1.9522 0.8473 4.1633  0.44
H: -2.6716 3.7909 -0.0810  0.25
H: -6.6986 3.2996 -2.8955  0.45
H: -4.5705 -3.7857 -0.4311  0.43
H: 3.1621 0.3232 5.3362  0.41
Pt: 1.4553 -0.9853 -0.4329  2.68
C: 5.0240 -0.4472 3.7374  -1.39
H: -3.6151 1.2383 3.5507  0.44
N: 0.8002 -2.7471 -1.3818  -0.48
N: 4.5038 0.9720 1.3031  0.45
C: -1.4606 0.1301 -4.6151  -0.13
H: -1.2150 3.8042 -2.7574  0.47
H: -2.7712 3.2440 -4.3118  0.24
H: -4.4602 -1.0640 3.5418  0.51
H: -2.3697 -0.8141 4.8316  0.40
C: -0.7054 3.0334 -2.1927  -1.22
C: 5.2870 -4.0629 3.0236  0.36
C: 5.6540 1.6552 1.9027  -1.28
C: -4.5970 4.5792 -0.5716  -0.81
H: 5.4514 1.8924 2.9418  0.40
O: -0.2323 0.5147 -1.6891  -0.50
C: -2.8602 -2.8247 -1.3091  -1.21
C: -2.3755 2.3453 -4.7749  -0.47
O: 3.4680 -2.1251 -0.0300  -0.85
C: 1.3327 -3.7976 -1.3294  0.67
O: -0.9528 -0.5550 0.7117  -1.06
C: -2.2946 -1.6228 -1.7101  0.64
C: -3.5444 3.6845 -0.7152  -0.58
H: -2.0689 -2.2820 3.8746  0.42
H: -4.5277 5.3831 0.1511  0.44
C: -2.3092 -1.2226 3.8234  -0.62
C: -5.7349 4.4437 -1.3548  -0.61
H: 6.5660 1.0600 1.8367  0.31
H: -0.9141 -1.0139 2.2257  0.19
H: 5.6033 -0.6999 2.8538  0.44
H: 3.8504 2.1220 -0.3424  0.32
N: 1.7313 -5.0172 -1.4080  -0.75
C: -3.3232 0.6198 2.7009  -0.72
Cl: 1.5449 -3.2712 1.9725  -0.09
C: 6.0569 -3.5180 1.9965  -0.63
C: -1.8386 1.1254 -6.7754  -0.61
Ge: -2.1619 1.3387 -1.9906  3.36
H: 4.7628 -1.3769 4.2479  0.48
H: -4.7961 0.4643 -0.8196  0.23
H: 5.6347 0.1582 4.4085  0.35
H: 3.3312 -4.4332 3.8345  0.48
H: 0.4789 2.2816 -3.8139  0.32
C: -1.8133 0.7291 2.4550  -0.10
N: 3.7857 0.2383 3.3624  0.16
H: -1.2902 -1.6488 -2.1119  -0.31
C: 2.6597 -5.3851 -0.5373  0.54
C: 4.3841 1.1937 -0.1367  -1.10
H: -1.3634 1.6282 2.8657  0.46
H: -2.2990 -3.7426 -1.4373  0.50
C: -5.8145 3.4121 -2.2798  -0.92
O: -1.8016 1.4877 0.2260  -0.58
N: 3.4627 -5.7627 0.2117  -0.55
H: 5.3905 1.2486 -0.5469  0.45
C: -4.2375 -0.4537 -0.9735  -0.11
H: -6.5560 5.1413 -1.2457  0.41
C: 2.7314 0.1160 4.3565  -1.12
H: -4.8356 1.7259 -3.1570  0.56
C: -1.4673 0.5469 0.9689  -0.16
Cl: 6.0699 -4.8711 4.3137  -0.16
H: -0.6948 3.2281 -1.1187  0.62
Cl: 6.3189 -2.1563 -0.2957  -0.14
H: 2.3027 -0.8921 4.3641  0.29
C: -1.9556 1.2720 -3.9969  0.32
C: -4.1245 -2.8469 -0.7362  -0.56
H: -0.3881 -0.3027 3.6418  0.17
H: -1.1264 -0.7179 -4.0285  0.27
H: -1.0267 -0.8399 -6.4750  0.46
H: 7.1324 -3.6254 2.0106  0.50
C: -1.4058 0.0571 -6.0013  -0.95
H: -3.8742 0.9620 1.8264  0.22
C: -4.8137 -1.6518 -0.5688  -1.07
C: -2.9713 -0.4187 -1.5564  0.40
S: 1.8588 0.3608 1.5468  -0.19
C: 3.2580 -3.3133 2.0228  0.96
H: -5.8057 -1.6491 -0.1321  0.44
C: 3.5007 0.5113 2.0608  -0.22
H: -2.6730 3.1041 -6.7599  0.44
C: 0.5671 2.4775 -2.7429  -0.98
H: 5.8093 2.5833 1.3542  0.48
C: -2.3290 2.2696 -6.1612  -0.94
C: -3.6158 2.6441 -1.6343  0.38
H: 1.4119 3.1537 -2.5967  0.52
C: 3.8920 -3.9597 3.0406  -0.96
H: 3.8712 0.3752 -0.6141  0.26

Cartesian forces (eV/Å) of the 3 atoms listed first:
N -0.121 0.052 0.706
C 0.272 -0.089 0.019
O -0.142 0.051 -0.236

Output
**Kohn-Sham gap (alpha / beta)**: 8.182 / 5.425 eV
**LUMO energy (alpha / beta)**: -2.30 / -5.21 eV
**Multiplicity**: 5
**<S²>**: 6.047
**Charge**: +1
**ΔE to the lowest compared entry with this formula, charge and spin**: 128.0 kJ/mol
**E_HOMO (alpha / beta)**: -0.3852 / -0.3908 Eh

=====

No. 2
Formula: CHF3O2S
Source: OMol25
Level of theory: ωB97M-V/def2-TZVPD

Each line ends with the natural charge from an NBO analysis.
Geometry (Å):
F: -0.8597 -1.6832 2.5285  -0.33
H: -2.0460 -0.0219 -1.1827  0.15
F: -2.4936 -2.5515 1.3538  -0.35
C: -1.8924 -1.4190 1.7585  1.16
S: -0.6932 0.5225 -1.0312  1.31
O: -1.5780 -0.6268 0.7412  -0.89
O: -0.0799 -0.2614 -2.0642  -0.71
F: -2.8311 -0.8820 2.5352  -0.34

Cartesian forces (eV/Å) of the 3 atoms listed first:
F 1.023 -0.870 0.827
H 1.368 1.455 0.601
F 0.521 -1.118 -0.381

Output
**Kohn-Sham gap (alpha / beta)**: 7.203 / 7.200 eV
**LUMO energy (alpha / beta)**: -3.47 / -3.47 eV
**ΔE to the lowest compared entry with this formula, charge and spin**: 290.2 kJ/mol
**E_HOMO (alpha / beta)**: -0.3922 / -0.3922 Eh

=====

No. 3
Formula: C13H9ClNO6S
Source: OMol25
Level of theory: ωB97M-V/def2-TZVPD

Each line ends with the natural charge from an NBO analysis.
Geometry (Å):
O: 1.2818 -2.3055 -3.9784  -0.48
Cl: 1.4050 0.0539 -1.7079  -0.05
C: 1.5136 2.4667 4.2823  0.04
C: -2.1407 -1.2188 -3.7416  -0.25
H: -0.1048 -4.5094 -4.2746  0.22
C: -2.8480 -2.4079 -4.2016  0.47
N: 1.9501 3.0527 5.4933  0.49
C: 2.3279 1.5330 3.6162  -0.19
H: -0.3592 3.5246 4.2540  0.24
C: -0.2417 2.0677 2.6497  -0.22
O: 1.1929 3.8636 6.0761  -0.41
H: -1.2344 2.3062 2.2709  0.24
C: -2.0333 -3.6357 -4.2506  -0.23
H: 2.4878 0.1160 2.0149  0.25
H: -2.5261 -4.5238 -4.6179  0.22
C: 0.1115 0.6711 -0.7676  -0.95
C: 0.5232 1.0318 2.0714  -0.24
H: -0.2924 -0.2419 -3.5624  0.25
C: 0.0520 -2.3692 -3.9033  0.47
O: -4.0236 -2.3850 -4.6154  -0.52
O: 0.5766 -1.2750 0.9030  -0.98
O: -1.5920 -0.0479 1.1304  -0.97
C: -0.6911 -3.6174 -4.0842  -0.22
H: -2.6991 -0.3087 -3.5735  0.23
S: -0.1923 -0.0586 0.7925  2.15
H: 3.3243 1.3439 4.0125  0.24
H: -0.1273 1.7364 -0.8002  0.20
C: -0.7964 -1.1941 -3.6790  -0.20
C: 0.2387 2.7670 3.7529  -0.20
O: 3.0782 2.7257 5.9340  -0.41
C: 1.8387 0.8386 2.5039  -0.22

Cartesian forces (eV/Å) of the 3 atoms listed first:
O -1.742 -0.269 -0.061
Cl 0.909 0.137 -0.045
C -0.792 -1.011 -1.877

Output
**Kohn-Sham gap**: 4.330 eV
**LUMO energy**: 0.68 eV
**Charge**: -1
**E_HOMO**: -0.1342 Eh

=====

No. 4
Formula: C21H44O17
Source: OMol25
Level of theory: ωB97M-V/def2-TZVPD

Each line ends with the Mulliken charge.
Geometry (Å):
C: 7.0971 1.2514 -6.2400  0.70
O: 2.6509 5.5213 4.9769  -0.50
C: -1.4602 -1.8447 7.3749  -1.44
H: -5.6788 5.5168 9.2392  0.31
H: -4.5692 -0.5162 -8.6347  0.24
C: 7.6704 -1.7480 0.9682  -0.51
H: -0.0927 -2.8304 -1.2091  0.37
H: -5.3417 -4.8450 -1.7238  0.34
H: -1.6070 -1.4445 8.3781  0.33
H: 6.6687 -2.1265 0.7642  0.23
C: -6.8701 -5.6770 -0.3436  0.47
C: -7.7451 -6.8392 -0.1620  -0.40
H: -3.9520 6.3565 8.8356  0.23
H: 8.6852 3.4426 -5.3262  0.29
H: -4.3320 -1.6742 -7.3052  0.19
H: -0.3336 -4.6828 6.5004  0.26
C: 0.8724 -2.3367 -1.0950  -1.41
H: -4.0763 7.1005 -3.2490  0.22
H: -1.1253 -3.5634 5.3580  0.29
O: 0.9188 -3.3927 5.5114  -0.34
H: 1.4228 -2.9386 -0.3720  0.34
C: -3.0875 7.4780 -3.5095  -0.50
C: -4.0768 5.4260 8.2819  -0.47
H: 8.8087 4.0520 -8.6748  0.39
H: -7.6179 -7.5438 -0.9838  0.28
O: 7.7573 -0.4848 1.6139  -0.49
C: -0.0808 -0.1125 -1.8969  -0.45
H: -2.3940 -2.3010 7.0466  0.38
C: -6.1704 -5.5527 -1.6994  -1.43
H: 2.1706 4.5770 6.6931  0.25
H: -5.7173 -6.4908 -2.0198  0.37
O: 6.4552 0.3042 -5.8661  -0.57
H: -2.7075 8.0268 -2.6478  0.24
H: 2.9184 3.5238 5.5564  0.22
C: 8.4554 3.0209 -8.6616  -1.37
H: 1.9212 6.1444 5.0048  0.30
H: -3.4395 4.6533 8.7120  0.22
H: -8.7971 -6.5777 -0.0475  0.28
O: -6.2692 -1.1357 -7.6180  -0.50
O: -7.2546 -7.4559 0.9763  -0.32
H: 7.4184 2.9307 -8.9849  0.34
H: 9.7053 2.3565 -7.0414  0.25
O: 0.8771 -2.0181 7.2040  -0.34
C: -0.9771 0.3120 0.1175  0.70
O: -0.9663 0.7186 -1.1052  -0.34
C: -4.8670 -0.7780 -7.6194  -0.44
O: 7.0112 2.4491 -5.7507  -0.33
O: 2.8417 -2.1047 5.9106  -0.58
C: -6.1716 -6.8369 1.4607  0.68
H: -4.8373 0.1310 -7.0187  0.22
C: 8.0054 3.2658 -6.1596  -0.34
C: -0.3173 -3.6769 6.0808  -0.37
C: 2.2112 4.3502 5.6277  -0.49
O: -5.4559 5.2286 8.3511  -0.49
H: 7.2895 -0.6364 2.4384  0.30
H: 8.1659 -1.6274 0.0048  0.21
O: -1.5792 0.8155 1.0376  -0.60
H: -6.9124 -5.2903 -2.4535  0.38
H: 8.9981 2.3852 -9.3612  0.35
O: 8.0293 1.2235 -7.1622  -0.36
H: -0.5164 -0.7832 -2.6375  0.28
C: -0.2916 -2.7909 7.3137  0.53
H: 0.5332 0.5126 -2.5453  0.29
H: -0.3031 -3.4460 8.1848  0.24
H: -2.5213 6.5524 -3.6135  0.23
H: -7.4021 -4.7756 -0.0395  0.27
C: 8.6467 2.4589 -7.2800  0.40
O: -3.0873 8.3458 -4.5866  -0.50
H: 1.1834 4.1131 5.3527  0.23
H: -1.3622 -1.0100 6.6809  0.37
O: -5.8032 -5.8677 0.6039  -0.33
H: -3.7877 5.5005 7.2335  0.20
O: -5.6053 -7.1314 2.5303  -0.58
H: 1.3312 -2.5023 -2.0698  0.39
H: 1.6519 -0.2845 -0.5622  0.30
C: 1.6683 -2.4496 6.2172  0.68
H: -2.2062 8.5676 -4.8968  0.30
H: 7.6436 4.1777 -6.6347  0.27
C: 0.7140 -0.7875 -0.7979  0.42
O: -0.1708 -0.6851 0.3114  -0.30
H: 8.2194 -2.5231 1.5028  0.25
H: -6.6804 -0.6704 -8.3500  0.30

Cartesian forces (eV/Å) of the 3 atoms listed first:
C -1.108 -2.767 0.764
O 0.368 0.008 -0.631
C -0.801 0.522 0.153

Output
**Kohn-Sham gap**: 10.403 eV
**LUMO energy**: 0.38 eV
**ΔE to the lowest compared entry with this formula, charge and spin**: 239.7 kJ/mol
**E_HOMO**: -0.3682 Eh

=====

No. 5
Formula: C4H11N2
Source: OMol25
Level of theory: ωB97M-V/def2-TZVPD

Each line ends with the natural charge from an NBO analysis.
Geometry (Å):
H: 0.5856 0.2377 -1.6955  0.19
H: 1.4403 2.2780 -0.7701  0.39
H: 0.8302 -2.6164 1.5327  0.22
H: -1.3983 -1.5028 0.6838  0.23
N: 0.5257 -0.7544 0.8204  -0.43
H: 0.1970 2.4581 0.2402  0.38
H: -0.3044 1.5757 -2.1173  0.22
H: -2.0518 0.0459 -1.2131  0.26
C: 0.9563 -1.5498 1.7146  0.14
H: 0.9478 0.2032 0.6860  0.48
H: -1.6142 0.7812 0.2977  0.22
C: -0.6780 -1.0826 -0.0061  -0.23
C: -0.0527 0.9980 -1.2231  -0.25
H: 1.5003 -1.2127 2.5865  0.23
N: 0.7430 1.7560 -0.2493  -0.86
H: -0.4217 -1.8574 -0.7264  0.23
C: -1.2049 0.2422 -0.5611  -0.43

Cartesian forces (eV/Å) of the 3 atoms listed first:
H 0.257 0.018 0.362
H 0.226 -0.068 0.243
H -0.777 0.035 0.670

Output
**Kohn-Sham gap**: 9.200 eV
**LUMO energy**: -4.96 eV
**Charge**: +1
**ΔE to the lowest compared entry with this formula, charge and spin**: 171.5 kJ/mol
**E_HOMO**: -0.5205 Eh

=====

| no. | F_max (eV/A) |
| --- | --- |
| 1 | 1.324 |
| 2 | 4.541 |
| 3 | 2.756 |
| 4 | 5.672 |
| 5 | 1.083 |